Density functional theory data (ωB97M-V/def2-TZVPD) for one molecule with the formula C17H26N4O3S at a distorted geometry.

Geometry as XYZ:
```
51
Properties=species:S:1:pos:R:3:forces:R:3
O 2.093 -1.915 3.855 0.102 -0.130 0.376
C 1.994 -1.768 2.654 0.272 -0.175 -0.263
N 1.224 -0.813 2.096 -0.171 0.334 -0.205
H 1.225 -0.652 1.099 0.055 -0.150 -0.048
C 0.430 0.102 2.876 -0.121 0.452 0.022
H 0.620 -0.110 3.930 -0.074 0.041 -0.092
H -0.633 -0.054 2.660 0.037 0.011 0.084
C 0.783 1.559 2.547 -0.116 -0.326 0.549
C 2.282 1.863 2.713 -0.126 0.022 -0.117
H 2.418 2.836 3.185 0.021 -0.003 0.029
C 2.800 1.891 1.275 -0.222 0.070 -0.048
H 3.088 0.891 0.949 0.035 -0.002 -0.034
C 1.566 2.363 0.510 0.294 0.215 -0.230
H 1.498 3.461 0.530 0.027 -0.066 -0.037
H 1.528 2.017 -0.524 0.026 0.083 0.046
O 0.451 1.807 1.183 -0.098 -0.222 0.033
H 3.646 2.561 1.143 0.069 -0.002 -0.034
H 2.772 1.107 3.323 0.038 -0.006 0.080
H 0.169 2.212 3.184 0.089 -0.080 -0.071
C 2.754 -2.656 1.674 -0.031 -0.158 0.140
C 2.034 -2.961 0.352 0.243 -0.030 0.110
C 0.667 -3.528 0.633 0.162 0.092 -0.236
O 0.472 -4.589 1.169 0.096 -0.185 0.161
N -0.445 -2.781 0.258 -0.664 -0.476 0.218
C -0.571 -1.592 -0.394 -0.738 0.705 -0.429
N 0.383 -0.842 -0.840 0.556 -1.209 0.621
N -0.039 0.266 -1.437 -0.209 1.316 -0.735
C -1.307 0.421 -1.458 -0.567 -0.538 0.403
C -2.034 1.551 -2.083 0.146 0.098 -0.327
C -2.449 1.170 -3.513 -0.354 0.137 0.120
C -3.197 2.326 -4.169 0.244 -0.053 -0.202
C -2.335 3.584 -4.182 -0.286 0.090 0.164
C -1.920 3.960 -2.763 0.241 -0.080 -0.185
C -1.166 2.810 -2.104 -0.273 0.121 0.161
H -0.251 2.597 -2.659 0.078 -0.012 0.017
H -0.885 3.070 -1.082 0.096 -0.022 0.023
H -1.286 4.848 -2.783 -0.044 0.053 0.063
H -2.810 4.197 -2.175 -0.046 0.077 0.048
H -2.888 4.407 -4.639 0.056 0.017 -0.073
H -1.442 3.404 -4.784 0.052 0.026 -0.078
H -3.472 2.050 -5.189 -0.096 0.003 0.014
H -4.118 2.522 -3.615 -0.096 0.006 -0.010
H -1.551 0.937 -4.090 0.055 -0.071 0.008
H -3.080 0.279 -3.490 0.067 -0.059 -0.041
H -2.940 1.745 -1.499 0.015 0.040 -0.006
S -2.170 -0.919 -0.693 0.891 0.105 -0.064
H -1.318 -3.229 0.516 0.265 -0.015 0.003
H 2.603 -3.739 -0.164 -0.096 0.027 -0.012
H 1.972 -2.087 -0.292 0.094 -0.176 0.063
H 2.956 -3.588 2.205 0.008 0.130 -0.002
H 3.714 -2.180 1.460 -0.001 -0.023 0.022
```
Positions in Å, forces in eV/Å.

- highest occupied orbital energy (eV) = -9.269
- frontier orbital gap (eV) = 9.7
- E (a.u.) = -1506.360921
- strongest force on any atom (eV/Å) = 1.52
- structure (SMILES) = O=C(CCC(=O)Nc1nnc(C2CCCCC2)s1)NC[C@H]1CCCO1
- energy relative to the best compared isomer or geometry (same formula, charge and spin) (kJ/mol) = 3.4



Density functional theory data (ωB97M-V/def2-TZVPD) for a 2-piece molecular cluster, C14H16 overall at a distorted geometry.

Geometry as XYZ:
```
30
Properties=species:S:1:pos:R:3:forces:R:3
C 3.393 2.620 -1.070 -5.338 -0.404 2.477
C 1.254 0.294 1.007 -1.708 -2.595 1.890
C 1.972 -0.884 1.036 3.540 1.121 -1.221
C 1.746 1.376 0.358 0.144 1.413 -0.127
C 2.973 1.343 -0.275 1.085 1.866 -1.702
C 3.317 -0.845 0.488 -1.547 -0.804 -0.288
C 3.797 0.219 -0.277 -1.153 -0.541 1.360
H 0.314 0.181 1.610 0.635 1.028 -1.050
H 1.634 -1.777 1.493 -0.342 -0.555 0.495
H 1.194 2.314 0.369 0.041 -0.173 -0.089
H 3.930 -1.732 0.556 0.006 -0.223 0.077
H 4.304 2.984 -0.821 2.538 1.770 2.093
H 2.443 3.367 -0.963 2.832 -1.402 -0.691
H 4.753 0.131 -0.792 -0.237 0.328 0.181
H 3.669 2.369 -2.016 -0.454 -0.847 -3.373
C -2.569 -2.986 -0.760 -0.087 0.110 2.797
C -1.733 0.719 -0.463 -0.310 1.480 -1.196
C -2.754 1.244 0.332 0.766 -2.359 -0.067
C -1.654 -0.633 -0.803 -2.696 1.475 2.386
C -2.583 -1.553 -0.365 -0.347 0.364 0.523
C -3.656 0.248 0.796 0.372 1.027 -1.122
C -3.622 -1.100 0.450 1.334 1.904 -0.460
H -1.148 1.428 -1.092 0.152 -0.591 1.001
H -2.776 2.302 0.607 -0.389 -0.464 -0.220
H -0.857 -0.921 -1.320 3.097 -1.306 -2.492
H -4.545 0.668 1.144 -1.396 0.173 1.438
H -1.704 -3.187 -1.337 0.438 -0.687 -0.856
H -3.536 -3.205 -1.148 -0.429 -0.536 -1.032
H -4.399 -1.740 0.752 -0.871 -0.727 0.358
H -2.549 -3.549 0.220 0.324 0.153 -1.092
```
Positions in Å, forces in eV/Å.

- highest occupied orbital energy (eV) = -8.853
- frontier orbital gap (eV) = 9.8
- E (a.u.) = -542.997314
- strongest force on any atom (eV/Å) = 5.90
- structure (SMILES) = Cc1ccccc1.Cc1ccccc1
- energy relative to the best compared isomer or geometry (same formula, charge and spin) (kJ/mol) = 198.4



Density functional theory data (ωB97M-V/def2-TZVPD) for one molecule with the formula C4H4N2O2 at a distorted geometry.

Geometry as XYZ:
```
12
Properties=species:S:1:pos:R:3:forces:R:3
C -1.685 0.282 0.156 -1.408 -3.523 -1.537
C -0.382 0.154 -0.186 -1.220 4.435 1.699
C 0.434 1.325 -0.125 1.635 3.926 0.651
C 1.643 -0.440 0.053 -7.709 4.692 -2.680
H -3.247 -1.084 0.069 3.705 0.399 -0.332
H -2.416 1.084 0.491 1.584 -0.844 -0.837
H 0.128 2.491 -0.061 0.445 -3.063 -0.399
H 2.878 -1.942 -0.235 -1.153 2.701 1.132
N 1.707 1.036 -0.044 -1.285 -1.387 0.721
N 0.397 -0.918 -0.137 3.699 -2.540 0.447
O -2.193 -1.021 -0.079 -4.821 1.092 1.501
O 2.736 -0.966 0.098 6.529 -5.888 -0.367
```
Positions in Å, forces in eV/Å.

- highest occupied orbital energy (eV) = -8.283
- frontier orbital gap (eV) = 8.3
- E (a.u.) = -414.705220
- strongest force on any atom (eV/Å) = 9.41
- structure (SMILES) = O/C=C1/C=NC(O)=N1
- energy relative to the best compared isomer or geometry (same formula, charge and spin) (kJ/mol) = 370.1



What did the second record say?
Density functional theory data (ωB97M-V/def2-TZVPD) for a 2-piece molecular cluster, C14H16 overall at a distorted geometry.

Geometry as XYZ:
```
30
Properties=species:S:1:pos:R:3:forces:R:3
C 3.393 2.620 -1.070 -5.338 -0.404 2.477
C 1.254 0.294 1.007 -1.708 -2.595 1.890
C 1.972 -0.884 1.036 3.540 1.121 -1.221
C 1.746 1.376 0.358 0.144 1.413 -0.127
C 2.973 1.343 -0.275 1.085 1.866 -1.702
C 3.317 -0.845 0.488 -1.547 -0.804 -0.288
C 3.797 0.219 -0.277 -1.153 -0.541 1.360
H 0.314 0.181 1.610 0.635 1.028 -1.050
H 1.634 -1.777 1.493 -0.342 -0.555 0.495
H 1.194 2.314 0.369 0.041 -0.173 -0.089
H 3.930 -1.732 0.556 0.006 -0.223 0.077
H 4.304 2.984 -0.821 2.538 1.770 2.093
H 2.443 3.367 -0.963 2.832 -1.402 -0.691
H 4.753 0.131 -0.792 -0.237 0.328 0.181
H 3.669 2.369 -2.016 -0.454 -0.847 -3.373
C -2.569 -2.986 -0.760 -0.087 0.110 2.797
C -1.733 0.719 -0.463 -0.310 1.480 -1.196
C -2.754 1.244 0.332 0.766 -2.359 -0.067
C -1.654 -0.633 -0.803 -2.696 1.475 2.386
C -2.583 -1.553 -0.365 -0.347 0.364 0.523
C -3.656 0.248 0.796 0.372 1.027 -1.122
C -3.622 -1.100 0.450 1.334 1.904 -0.460
H -1.148 1.428 -1.092 0.152 -0.591 1.001
H -2.776 2.302 0.607 -0.389 -0.464 -0.220
H -0.857 -0.921 -1.320 3.097 -1.306 -2.492
H -4.545 0.668 1.144 -1.396 0.173 1.438
H -1.704 -3.187 -1.337 0.438 -0.687 -0.856
H -3.536 -3.205 -1.148 -0.429 -0.536 -1.032
H -4.399 -1.740 0.752 -0.871 -0.727 0.358
H -2.549 -3.549 0.220 0.324 0.153 -1.092
```
Positions in Å, forces in eV/Å.

- highest occupied orbital energy (eV) = -8.853
- frontier orbital gap (eV) = 9.8
- E (a.u.) = -542.997314
- strongest force on any atom (eV/Å) = 5.90
- structure (SMILES) = Cc1ccccc1.Cc1ccccc1
- energy relative to the best compared isomer or geometry (same formula, charge and spin) (kJ/mol) = 198.4